a) {
  "formula": "C6H8O2",
  "method": "wB97M-V/def2-TZVPD",
  "symbols": ["H", "C", "O", "H", "C", "H", "H", "H", "H", "C", "C", "C", "H", "H", "O", "C"],
  "positions_angstrom": [[1.13, 2.48, -1.11], [0.69, 1.95, -0.27], [0.99, -1.52, -1.61], [0.77, 0.31, -2.42], [0.55, 0.64, -0.28], [1.23, -0.50, 2.11], [-2.03, -1.36, 0.70], [-0.09, -1.69, 2.14], [1.21, -1.80, 0.94], [-0.23, -0.25, 0.57], [-1.49, -0.57, 0.19], [0.57, -1.12, 1.50], [0.20, 2.57, 0.46], [-1.85, 0.99, -0.87], [-2.34, 0.25, -0.48], [0.67, -0.37, -1.56]],
  "mulliken_charge": [0.2705, -0.6405, -0.4327, 0.3313, -0.2283, 0.3325, 0.3772, 0.3840, 0.2640, 0.8086, -0.4220, -1.3265, 0.3035, 0.3704, -0.5214, 0.1294],
  "gap_ev": 8.368,
  "lumo_energy_ha": 0.0011,
  "multiplicity": 1,
  "smiles": "C=C(C=O)/C(C)=C\\O",
  "homo_energy_ev": -8.3394
}



b) {
  "formula": "C6H8O2",
  "method": "wB97M-V/def2-TZVPD",
  "symbols": ["H", "C", "H", "C", "O", "H", "C", "H", "C", "H", "H", "C", "H", "C", "O", "H"],
  "positions_angstrom": [[-0.85, 1.60, -2.10], [0.03, 1.30, 0.05], [0.35, 2.29, 0.17], [1.15, 0.46, 0.59], [-1.97, 0.81, -0.54], [-0.39, 0.11, -1.66], [-1.15, 1.12, 0.59], [-0.55, -1.41, -0.86], [-0.67, 0.93, -1.19], [-0.55, -1.82, 1.23], [0.52, -3.05, -0.04], [0.06, -1.98, 0.10], [2.19, -1.44, 0.68], [1.22, -0.92, 0.47], [-1.52, 0.96, 1.71], [2.11, 1.04, 0.79]],
  "mulliken_charge": [0.2156, 0.6184, 0.4258, -0.5009, -0.3694, 0.3092, 0.4441, 0.1610, -0.8399, 0.2021, 0.3249, -0.6645, 0.3380, -0.3756, -0.5710, 0.2824],
  "gap_ev": 10.442,
  "lumo_energy_ha": 0.0284,
  "multiplicity": 1,
  "homo_energy_ev": -9.6699
}



c) {
  "formula": "C6H8O2",
  "method": "wB97M-V/def2-TZVPD",
  "symbols": ["C", "H", "C", "H", "O", "C", "C", "C", "H", "H", "H", "H", "C", "O", "H", "H"],
  "positions_angstrom": [[-0.43, 0.30, 1.24], [-0.33, -2.77, 0.30], [-0.63, 0.82, -0.21], [0.03, -1.26, -1.57], [1.27, 0.60, -2.00], [-0.20, -1.70, 0.42], [0.67, -1.01, -0.72], [-0.66, -1.09, 1.52], [1.45, 1.09, 0.16], [1.67, -1.59, -0.60], [-1.29, -1.46, 2.45], [1.25, 1.65, -1.92], [0.74, 0.48, -0.67], [-1.14, 1.44, 0.87], [0.72, 0.81, 1.48], [-1.50, 0.37, -0.77]],
  "mulliken_charge": [0.1536, 0.4186, -0.2072, 0.2925, -0.5085, -0.5304, -0.6601, -0.3611, 0.2224, 0.3425, 0.2969, 0.4060, 0.1161, -0.4406, 0.1454, 0.3140],
  "gap_ev": 9.395,
  "lumo_energy_ha": 0.0287,
  "multiplicity": 1,
  "smiles": "O[C@@H]1CC=C[C@@H]2O[C@@H]12",
  "homo_energy_ev": -8.6126
}



Stability check: which of them is most stable? a).